No. 1
{"formula": "C5H36N2O12", "method": "the ωB97M-V functional and the def2-TZVPD basis", "max_force_ev_per_a": 4.554, "gap_ev": 10.360, "total_charge": 2, "lumo_ev": -5.44, "mol_weight_g_mol": 316.345, "elements": ["C", "O", "C", "C", "C", "C", "N", "N", "H", "H", "H", "H", "H", "H", "H", "H", "H", "H", "H", "H", "H", "H", "H", "H", "O", "H", "H", "O", "H", "H", "O", "H", "H", "O", "H", "H", "O", "H", "H", "O", "H", "H", "O", "H", "H", "O", "H", "H", "O", "H", "H", "O", "H", "H", "O"], "coordinates": [[-3.134401, -1.013705, 1.355263], [-2.877122, -0.431108, 2.622740], [-2.484674, -0.013748, 0.425401], [-1.998929, -0.745321, -0.833386], [-1.443435, 0.253330, -1.836040], [-0.219796, 0.166827, -2.263010], [0.177934, 1.139874, -3.382460], [-1.273976, 0.417290, 1.154474], [-2.571769, -1.942663, 1.338713], [-4.094409, -1.345251, 1.515625], [-3.140960, -0.901068, 3.418732], [-3.121776, 0.830838, 0.223138], [-2.987808, -0.964775, -1.233806], [-1.301416, -1.518138, -0.630443], [-2.251957, 0.947199, -2.230072], [0.605149, -0.470821, -2.100608], [1.134827, 0.806783, -3.721622], [0.163143, 2.076003, -2.892083], [-0.532035, 1.075334, -4.110812], [-0.885727, -0.340700, 1.697854], [-1.665402, 1.280293, 1.899530], [-0.572410, 0.707772, 0.496456], [1.483180, 0.824185, 2.313656], [2.794630, 0.824503, 1.746757], [1.907691, 1.091569, 1.384904], [-0.615984, 2.520163, -0.905357], [-0.931349, 3.875698, -1.697187], [-1.089426, 2.915832, -1.647447], [-2.160676, 3.326340, 2.215690], [-2.751969, 2.382003, 3.261560], [-2.435303, 2.452963, 2.313938], [4.485648, -0.071293, -1.600695], [3.056660, 0.142885, -1.842144], [3.677657, -0.586012, -1.757696], [1.459917, -2.417256, 1.209216], [0.819715, -3.068023, 2.423920], [0.671464, -2.389371, 1.740068], [2.044068, 1.820706, -0.219906], [3.145247, 2.460621, -1.200339], [2.398515, 1.874197, -1.225212], [1.555328, -1.221859, 3.035520], [2.561601, -0.822432, 4.335194], [1.820104, -0.577207, 3.742376], [1.329167, -1.453016, -4.898756], [2.188273, -1.488410, -3.713282], [1.554656, -0.902610, -4.095713], [-1.050142, -4.771304, 0.192230], [-0.435791, -3.587792, 1.113952], [-1.255977, -3.990353, 0.669004], [2.902723, -1.830292, -0.432360], [3.020044, -3.331267, -0.459561], [2.694948, -2.569304, 0.058793], [1.033120, 3.278973, 0.610168], [-0.298068, 3.145596, 1.107344], [0.301155, 2.665908, 0.474285]], "forces_ev_per_angstrom": [[2.3, -0.8, 2.4], [0.6, 1.4, 1.9], [0.4, -1.7, -0.3], [-1.6, 2.9, -0.7], [-2.5, -0.9, 0.7], [0.5, 2.0, -2.3], [0.9, -0.3, 1.7], [-1.1, 2.2, 1.8], [0.4, -0.3, -0.6], [-2.9, -0.1, -1.8], [-0.3, -0.5, -0.5], [0.0, 0.5, -0.2], [0.3, -1.4, -0.5], [0.1, -1.1, 0.3], [1.6, -0.7, 0.3], [0.2, -0.8, 0.8], [-1.6, 0.7, 0.1], [-0.1, -0.6, -0.9], [0.3, 0.3, -0.1], [0.1, -0.4, 0.3], [1.3, -1.8, -1.9], [0.5, 0.5, -0.2], [0.5, 0.9, -2.5], [-0.5, 0.3, -1.1], [0.7, -1.8, 4.1], [0.3, 0.9, 0.1], [0.0, -0.6, 0.4], [-0.6, 0.6, -1.3], [0.6, 2.6, -0.3], [0.3, 0.0, -1.5], [-1.2, -2.2, 2.1], [0.1, -0.6, 0.0], [-0.5, 0.4, 0.1], [0.3, 0.1, 0.0], [1.3, -0.2, -1.3], [-0.1, 0.3, -0.1], [-1.0, 0.0, 1.8], [1.4, -0.3, -3.0], [0.6, 0.5, 0.0], [-1.9, -0.5, 2.7], [0.8, 0.2, 1.3], [-0.8, -0.3, -1.0], [-0.2, 0.3, -0.5], [0.0, 1.2, 0.9], [1.2, -0.4, 0.9], [-0.6, -1.3, -2.1], [0.6, -1.1, -0.5], [-1.6, -1.1, -1.4], [0.7, 2.2, 1.5], [1.1, 2.9, -1.9], [-0.2, 0.5, 0.5], [-0.6, -3.3, 1.3], [0.7, -0.3, -0.5], [0.2, -1.0, -0.8], [-1.3, 2.1, 2.0]]}

No. 2
{"formula": "C27H57Br2N3O8PS", "method": "the ωB97M-V functional and the def2-TZVPD basis", "max_force_ev_per_a": 2.824, "gap_ev": 6.005, "total_charge": 1, "lumo_ev": -4.97, "mol_weight_g_mol": 774.615, "elements": ["C", "C", "Br", "C", "Br", "C", "C", "C", "C", "C", "C", "C", "N", "N", "N", "C", "P", "S", "H", "H", "H", "H", "H", "H", "H", "H", "H", "H", "H", "H", "H", "H", "H", "H", "H", "C", "O", "C", "C", "O", "C", "H", "H", "H", "H", "H", "H", "H", "H", "H", "H", "C", "O", "C", "C", "O", "C", "H", "H", "H", "H", "H", "H", "H", "H", "H", "H", "C", "O", "C", "C", "O", "C", "H", "H", "H", "H", "H", "H", "H", "H", "H", "H", "C", "O", "C", "C", "O", "C", "H", "H", "H", "H", "H", "H", "H", "H", "H", "H"], "coordinates": [[1.454146, 6.002872, 4.768775], [1.388881, 4.668929, 4.066856], [-0.009277, 3.463420, 4.508672], [2.304668, 4.346519, 3.153271], [3.721789, 5.555533, 2.716491], [2.253438, 3.068914, 2.413664], [1.130091, 2.738592, 1.684880], [1.170004, 1.517798, 0.988341], [-0.030644, 1.156274, 0.139897], [0.314506, 1.471019, -1.355925], [1.210983, 2.698564, -1.545776], [1.182006, 3.250983, -2.988542], [2.291032, 4.213854, -3.185418], [2.133461, 0.643321, 0.979221], [3.199434, 0.982863, 1.682965], [3.280926, 2.113918, 2.344250], [4.891695, 2.402751, 3.256284], [4.625532, 2.695049, 5.146779], [0.575608, 6.175591, 5.383976], [2.397320, 6.128495, 5.298582], [1.446452, 6.753494, 3.973176], [0.277701, 3.399003, 1.658693], [-0.258934, 0.101064, 0.285116], [-0.894087, 1.767882, 0.401406], [-0.636592, 1.661008, -1.854542], [0.821062, 0.602230, -1.777945], [2.260627, 2.485845, -1.310052], [0.926855, 3.543620, -0.900858], [1.341869, 2.450228, -3.712239], [0.245903, 3.774616, -3.180037], [3.171826, 3.713281, -3.114125], [2.279960, 4.816347, -2.365100], [3.976593, 0.329109, 1.675713], [5.654996, 1.230730, 3.029310], [5.571778, 3.443719, 2.601498], [-6.230421, 1.621387, 6.077775], [-5.823855, 2.836435, 5.466349], [-4.586423, 3.324505, 5.948198], [-3.411825, 2.905151, 5.080866], [-3.229947, 1.499551, 5.038744], [-3.866610, 0.889805, 3.924679], [-6.945235, 1.135888, 5.414939], [-5.393509, 0.939483, 6.239560], [-6.713915, 1.825334, 7.037867], [-4.432119, 3.014043, 6.986655], [-4.646921, 4.417001, 5.933582], [-2.500490, 3.326753, 5.511784], [-3.514853, 3.303456, 4.064754], [-3.227713, 0.971727, 3.037597], [-4.838019, 1.334506, 3.707166], [-4.011695, -0.164536, 4.153593], [-3.108671, -2.245769, -4.757142], [-2.182662, -3.279704, -5.043518], [-0.939439, -2.805792, -5.535431], [0.104281, -2.654923, -4.444707], [-0.270456, -1.693929, -3.462109], [-0.915237, -2.274023, -2.342129], [-3.844241, -2.638902, -4.055700], [-2.630037, -1.375814, -4.301853], [-3.620110, -1.931383, -5.672224], [-1.078596, -1.862932, -6.074619], [-0.575989, -3.547386, -6.251725], [1.030841, -2.297626, -4.899996], [0.319235, -3.618392, -3.972335], [-0.165005, -2.660645, -1.641149], [-1.592199, -3.082572, -2.619584], [-1.494014, -1.493998, -1.843560], [3.959545, -1.704195, -5.182736], [3.764978, -3.090157, -5.402433], [4.976665, -3.789351, -5.648125], [5.552704, -4.419809, -4.393602], [5.899071, -3.458950, -3.405236], [4.874549, -3.246867, -2.452442], [3.094242, -1.324018, -4.638046], [4.852807, -1.496999, -4.589728], [4.040077, -1.180826, -6.140972], [5.707278, -3.126869, -6.122680], [4.746389, -4.589788, -6.356236], [6.472680, -4.944221, -4.664296], [4.860441, -5.158841, -3.977677], [4.918938, -4.017294, -1.674675], [3.880086, -3.250888, -2.902694], [5.044161, -2.272474, -1.992063], [-4.627329, -2.901847, 2.105521], [-3.681816, -1.882990, 1.808219], [-2.355821, -2.231946, 2.163412], [-1.569527, -2.816327, 1.001385], [-2.120019, -4.025349, 0.518014], [-3.002224, -3.848709, -0.581130], [-5.504858, -2.736791, 1.482332], [-4.238908, -3.899107, 1.894585], [-4.920381, -2.849347, 3.158906], [-2.357109, -2.919043, 3.015588], [-1.858186, -1.308706, 2.482863], [-0.557874, -3.046258, 1.352549], [-1.480998, -2.085921, 0.187464], [-2.430957, -3.776505, -1.512273], [-3.626316, -2.960254, -0.473595], [-3.648047, -4.723492, -0.633776]], "forces_ev_per_angstrom": [[-0.6, -0.2, -0.6], [0.4, 0.6, 0.2], [0.3, 0.3, 0.1], [0.1, -0.5, 0.0], [-0.5, -0.3, 0.0], [-0.4, -0.1, -0.7], [1.4, -0.3, 0.4], [-2.7, -0.2, -0.7], [0.7, 0.4, -0.6], [0.1, 0.1, 0.7], [-0.3, 0.2, -0.5], [1.2, 0.1, 0.4], [-0.5, -0.1, 0.4], [0.8, -0.6, 0.2], [-0.9, 0.6, -0.3], [2.3, 1.0, 0.9], [0.1, 0.1, 1.7], [-0.1, 0.0, -0.3], [0.2, -0.1, 0.2], [-0.1, -0.1, 0.2], [0.0, 0.1, 0.1], [-0.1, -0.1, -0.2], [-0.1, 0.0, -0.1], [0.1, -0.1, 0.3], [0.1, -0.3, -0.2], [-0.3, 0.0, -0.2], [-0.1, -0.2, 0.0], [-0.1, -0.2, 0.1], [-0.4, 0.0, 0.0], [-0.1, -0.2, -0.1], [0.0, 0.0, -0.2], [0.1, 0.3, -0.2], [-0.1, -0.1, -0.1], [-0.3, 0.1, -0.6], [-0.2, -0.4, -0.5], [-0.1, 0.0, 0.1], [0.2, -0.2, -0.1], [-0.2, 0.2, -0.1], [0.0, -0.1, 0.2], [-0.1, 0.1, -0.1], [0.1, -0.1, 0.0], [0.0, 0.1, 0.0], [0.0, 0.0, 0.0], [0.0, 0.0, 0.0], [0.1, -0.1, 0.0], [0.0, 0.0, 0.0], [-0.1, 0.1, 0.1], [-0.1, 0.0, 0.0], [-0.1, 0.0, -0.1], [0.0, 0.0, 0.0], [0.1, 0.0, 0.0], [-0.1, 0.0, -0.1], [0.1, 0.1, 0.2], [0.0, -0.2, 0.0], [0.1, 0.2, -0.1], [-0.1, 0.0, 0.1], [0.4, 0.2, -0.3], [0.0, -0.1, -0.1], [0.0, 0.0, 0.0], [0.0, 0.0, 0.0], [0.0, 0.0, 0.1], [0.0, 0.0, 0.0], [0.0, -0.1, 0.0], [-0.1, 0.0, 0.0], [-0.1, -0.1, 0.0], [0.4, 0.3, -0.4], [0.0, 0.0, -0.1], [0.0, 0.1, -0.1], [0.1, 0.1, 0.2], [-0.2, -0.2, 0.0], [0.2, 0.1, 0.0], [-0.2, 0.1, -0.1], [0.1, -0.1, 0.1], [0.0, 0.0, -0.1], [0.0, -0.1, 0.0], [0.0, 0.1, 0.0], [0.0, 0.0, 0.1], [0.0, 0.0, 0.0], [0.0, 0.0, 0.0], [-0.1, 0.0, 0.0], [-0.1, 0.0, 0.0], [0.0, 0.0, 0.0], [0.1, 0.0, 0.0], [-0.1, 0.0, 0.1], [0.1, -0.1, -0.1], [-0.1, 0.2, -0.1], [0.0, -0.2, 0.1], [-0.1, 0.2, 0.1], [0.0, -0.3, -0.1], [0.0, 0.1, 0.0], [0.1, 0.0, 0.0], [0.0, 0.0, 0.0], [0.0, -0.1, 0.0], [0.0, 0.0, 0.0], [0.0, 0.0, 0.0], [-0.1, 0.0, 0.2], [-0.5, -0.3, 0.5], [0.0, 0.0, 0.1], [0.0, 0.0, 0.0]]}